Density functional theory data (ωB97M-V/def2-TZVPD) for a molecular structure, C46H42Br2F3FeGeN4O3S2 in a non-equilibrium geometry.

Last column: Löwdin spin population.
Geometry (Å):
Fe1 1.573 -1.236 -1.051  3.159
F1 5.858 1.853 -1.490  -0.002
C1 5.874 1.059 -2.591  -0.001
F2 7.158 0.984 -3.030  0.000
F3 5.154 1.773 -3.561  -0.001
C2 5.235 -0.289 -2.373  -0.001
C3 6.021 -1.420 -2.573  0.007
C4 5.350 -2.653 -2.582  0.005
C5 4.015 -2.797 -2.270  0.011
N1 3.270 -1.731 -1.953  0.044
C6 3.830 -0.477 -2.002  0.006
S1 2.742 0.762 -1.484  -0.113
H1 7.080 -1.358 -2.764  0.000
H2 5.863 -3.606 -2.788  0.001
H3 3.490 -3.743 -2.273  0.001
Br1 2.168 -1.163 1.577  0.039
C7 -1.681 -1.126 3.558  0.748
Br2 -2.677 -1.536 2.043  0.166
H4 -0.710 -1.591 3.519  0.039
H5 -2.308 -0.783 4.381  0.039
C8 0.889 -6.429 1.234  -0.001
C9 -0.602 -6.546 1.152  0.000
C10 -1.415 -5.258 0.931  0.000
N2 -1.356 -4.756 -0.439  -0.001
C11 -0.473 -3.925 -0.929  0.001
S2 0.648 -3.072 0.102  -0.030
N3 -0.549 -3.705 -2.276  0.002
C12 -1.361 -4.384 -3.244  0.000
O1 -2.025 -3.731 -4.044  0.000
C13 -1.237 -5.850 -3.239  0.000
C14 -0.146 -6.571 -2.679  0.000
C15 -0.220 -7.941 -2.519  0.000
C16 -1.365 -8.644 -2.953  0.000
C17 -2.450 -7.963 -3.479  0.000
C18 -2.323 -6.560 -3.674  0.000
H6 1.325 -7.357 1.667  0.000
H7 1.239 -5.569 1.822  0.000
H8 1.367 -6.329 0.253  0.000
H9 -0.942 -6.911 2.139  0.000
H10 -0.938 -7.270 0.384  0.000
H11 -1.146 -4.463 1.626  0.000
H12 -2.469 -5.523 1.139  0.000
H13 -1.994 -5.182 -1.099  0.000
H14 -0.134 -2.845 -2.616  0.002
H15 0.793 -6.071 -2.363  0.000
H16 0.613 -8.469 -2.071  0.000
H17 -1.351 -9.719 -2.898  0.000
H18 -3.358 -8.483 -3.771  0.000
H19 -3.122 -6.064 -4.189  0.000
N4 -3.198 -0.058 -6.691  0.005
C19 -2.599 -0.030 -5.663  0.001
C20 -1.728 -0.086 -4.530  0.008
C21 -0.351 -0.257 -4.723  -0.008
C22 0.505 -0.610 -3.685  -0.004
C23 0.025 -0.694 -2.382  -0.123
C24 -1.307 -0.359 -2.127  -0.004
C25 -2.172 -0.080 -3.194  -0.007
H20 0.051 -0.048 -5.704  -0.001
H21 1.558 -0.824 -3.917  0.001
H22 -1.694 -0.395 -1.127  0.000
H23 -3.209 0.182 -2.986  -0.001
O2 -0.311 3.059 -0.924  0.001
C26 -0.871 2.243 -0.158  0.001
O3 -0.411 1.207 0.398  0.007
C27 -2.293 2.540 0.300  0.001
C28 -2.368 2.976 1.782  0.001
Ge1 -0.871 4.150 2.284  0.000
C29 -1.210 4.476 4.221  0.000
C30 -0.225 4.405 5.229  0.000
C31 -0.578 4.478 6.573  0.000
C32 -1.884 4.747 6.955  0.000
C33 -2.851 4.853 5.974  0.000
C34 -2.528 4.756 4.633  0.000
C35 -1.486 5.843 1.370  0.000
C36 -0.981 7.096 1.837  0.000
C37 -1.500 8.274 1.381  0.000
C38 -2.521 8.300 0.429  0.000
C39 -3.044 7.124 -0.008  0.000
C40 -2.570 5.894 0.511  0.000
C41 1.069 3.790 1.989  0.000
C42 1.867 4.679 1.261  0.000
C43 3.269 4.603 1.250  0.000
C44 3.904 3.586 1.910  0.000
C45 3.155 2.618 2.550  0.000
C46 1.739 2.673 2.572  0.000
H24 -2.901 1.626 0.226  0.001
H25 -2.728 3.270 -0.384  0.000
H26 -2.192 2.110 2.447  0.002
H27 -3.323 3.420 2.061  0.000
H28 0.782 4.353 4.906  0.000
H29 0.188 4.404 7.363  0.000
H30 -2.136 4.776 8.012  0.000
H31 -3.872 5.008 6.277  0.000
H32 -3.326 4.948 3.929  0.000
H33 -0.163 7.145 2.576  0.000
H34 -1.106 9.226 1.742  0.000
H35 -2.932 9.253 0.142  0.000
H36 -3.858 7.104 -0.743  0.000
H37 -3.064 4.981 0.148  0.000
H38 1.387 5.489 0.771  0.000
H39 3.785 5.306 0.649  0.000
H40 4.995 3.505 1.948  0.000
H41 3.673 1.777 3.036  0.000
H42 1.209 1.858 3.049  0.000

**Total charge**: -1
**Expectation value of S²**: 6.242
**Orbital gap (spin up / spin down)**: 5.3 / 5.7 eV
**2S+1**: 5
**LUMO (spin up / spin down)**: 0.0163 / 0.0311 hartree

Density functional theory data (ωB97M-V/def2-TZVPD) for a molecular structure, C46H43BFFeIN8O7S2 in a non-equilibrium geometry.

Last column: Löwdin spin population.
Geometry (Å):
Fe1 1.056 1.161 0.384  1.940
C1 4.272 -3.302 -0.699  -0.004
C2 2.920 -2.671 -0.637  -0.008
C3 1.701 -3.269 -0.815  0.045
C4 0.741 -2.239 -0.647  0.013
N1 1.393 -1.074 -0.429  0.112
N2 2.715 -1.357 -0.407  0.069
B1 3.806 -0.315 -0.083  0.005
N3 3.592 0.966 -0.886  -0.010
N4 2.567 1.824 -0.604  -0.024
C5 2.730 2.932 -1.369  0.004
C6 3.894 2.739 -2.163  -0.002
C7 4.398 1.509 -1.819  0.009
C8 5.628 0.847 -2.345  0.001
C9 1.875 4.070 -1.386  0.009
C10 1.027 4.402 -0.208  0.012
C11 0.013 5.444 -0.485  0.012
C12 0.066 6.214 -1.594  0.002
C13 1.045 5.996 -2.608  0.016
C14 1.909 4.936 -2.486  0.000
N5 3.753 0.051 1.409  0.001
N6 2.633 0.571 1.951  -0.008
C15 2.883 0.814 3.237  0.000
C16 4.211 0.440 3.524  0.000
C17 4.728 -0.025 2.335  -0.001
C18 6.099 -0.545 2.056  0.000
C19 1.894 1.363 4.168  0.000
C20 0.846 2.160 3.718  0.000
C21 -0.086 2.658 4.609  0.000
C22 0.025 2.381 5.962  0.000
C23 1.072 1.595 6.421  0.000
C24 2.000 1.086 5.530  0.000
C25 -0.679 -2.420 -0.714  0.288
C26 -1.274 -3.675 -0.934  0.016
C27 -2.597 -3.940 -1.142  0.276
C28 -4.466 -2.102 -0.481  0.043
C29 -4.044 -0.712 -0.832  0.203
C30 -1.669 -1.383 -0.401  0.038
H1 4.171 -4.354 -0.960  0.000
H2 4.776 -3.224 0.264  -0.001
H3 4.898 -2.808 -1.442  -0.001
H4 1.524 -4.307 -1.033  0.004
H5 4.875 -0.766 -0.351  0.000
H6 4.326 3.434 -2.859  -0.001
H7 6.039 1.436 -3.163  0.000
H8 5.408 -0.157 -2.710  0.000
H9 6.384 0.764 -1.563  0.001
H10 0.609 3.521 0.300  0.005
H11 -0.732 5.608 0.270  0.001
H12 -0.669 6.999 -1.732  0.000
H13 1.073 6.633 -3.485  0.001
H14 2.589 4.718 -3.304  -0.001
H15 4.733 0.536 4.460  0.000
H16 6.700 -0.484 2.961  0.000
H17 6.581 0.040 1.272  0.000
H18 6.061 -1.585 1.727  0.000
H19 0.776 2.413 2.670  0.001
H20 -0.882 3.285 4.234  0.000
H21 -0.700 2.780 6.661  0.000
H22 1.173 1.376 7.479  0.000
H23 2.804 0.451 5.886  0.000
H24 -0.617 -4.537 -0.899  -0.005
H25 -2.824 -4.984 -1.332  0.013
H26 -5.541 -2.210 -0.612  0.002
H27 -4.135 0.065 -0.081  0.014
H28 -1.719 0.639 -0.627  0.000
C31 -6.392 -3.097 1.731  0.001
C32 -5.015 -3.623 1.302  0.002
C33 -5.142 -4.779 0.257  0.010
C34 -5.705 -4.559 -1.182  0.031
C35 -4.779 -3.879 -2.175  0.202
C36 -4.836 -3.944 -3.532  -0.001
C37 -4.005 -3.115 -4.316  0.234
F1 -4.075 -3.259 -5.675  0.062
C38 -3.200 -2.088 -3.806  -0.017
C39 -3.104 -1.989 -2.453  0.196
C40 -2.734 -1.011 -1.395  0.034
O1 -1.585 -0.121 -1.243  0.005
C41 -2.038 -1.322 1.031  0.007
C42 -3.094 -2.008 1.540  0.032
N7 -4.170 -2.520 0.873  0.025
C43 -3.744 -3.010 -1.548  0.058
C44 -1.155 -0.481 1.923  0.000
O2 -1.144 -0.654 3.130  -0.001
O3 -0.546 0.463 1.273  0.019
H29 -7.008 -3.908 2.122  0.000
H30 -6.918 -2.639 0.895  0.001
H31 -6.264 -2.343 2.506  0.000
H32 -4.548 -4.073 2.183  0.000
H33 -5.796 -5.517 0.735  0.000
H34 -4.158 -5.237 0.173  0.004
H35 -6.648 -3.999 -1.121  0.012
H36 -5.972 -5.547 -1.574  0.003
H37 -5.535 -4.597 -4.043  -0.005
H38 -2.717 -1.404 -4.491  -0.006
H39 -3.121 -2.101 2.622  0.001
O4 -0.270 4.727 2.556  0.000
S1 0.805 5.709 2.621  0.000
O5 0.412 7.048 2.212  0.000
O6 1.554 5.685 3.867  0.001
S2 2.244 5.057 1.178  0.010
N8 0.675 0.541 -3.063  0.002
C45 0.169 1.711 -2.621  -0.001
O7 -0.038 1.924 -1.430  -0.008
C46 -0.171 2.748 -3.625  -0.001
I1 -2.076 2.185 -4.635  -0.001
H40 0.806 -0.172 -2.356  0.000
H41 0.530 0.248 -4.014  0.000
H42 0.530 2.832 -4.446  0.000
H43 -0.372 3.704 -3.153  0.000

**Total charge**: -2
**Expectation value of S²**: 6.417
**Orbital gap (spin up / spin down)**: 4.0 / 3.3 eV
**2S+1**: 5
**LUMO (spin up / spin down)**: 0.1260 / 0.1011 hartree

Density functional theory data (ωB97M-V/def2-TZVPD) for a molecular structure, C46H44BiFN6O7S.

Last column: Mulliken charge in e.
Geometry (Å):
Bi1 -0.169 1.161 -0.005  1.638
C1 1.091 1.042 4.224  -0.457
O1 0.593 2.313 4.630  -0.510
C2 -0.328 3.013 3.901  0.362
C3 -0.638 4.245 4.451  -0.582
C4 -1.570 5.099 3.869  -0.787
C5 -2.198 4.704 2.712  -0.750
C6 -1.873 3.484 2.110  0.757
C7 -2.590 3.149 0.890  -0.792
N1 -2.214 2.337 -0.025  0.603
N2 -3.083 2.142 -1.080  -0.874
C8 -3.045 0.881 -1.493  -0.015
O2 -2.398 -0.056 -0.961  -0.842
C9 -3.816 0.616 -2.765  0.506
C10 -3.775 -0.664 -3.305  -0.424
C11 -4.454 -0.957 -4.482  -0.615
C12 -5.186 0.031 -5.127  -0.343
C13 -5.231 1.314 -4.594  -0.799
C14 -4.551 1.607 -3.419  0.048
C15 -0.943 2.592 2.693  0.757
O3 -0.704 1.401 2.162  -0.885
H1 1.800 0.761 5.002  0.343
H2 1.597 1.087 3.266  0.110
H3 0.297 0.298 4.163  0.168
H4 -0.130 4.522 5.368  0.434
H5 -1.794 6.054 4.331  0.370
H6 -2.934 5.343 2.234  0.433
H7 -3.557 3.628 0.734  0.357
H8 -3.195 -1.416 -2.784  0.406
H9 -4.415 -1.958 -4.897  0.381
H10 -5.722 -0.198 -6.041  0.390
H11 -5.803 2.088 -5.092  0.379
H12 -4.572 2.597 -2.983  0.445
C16 2.510 -5.851 -1.821  -1.023
C17 3.219 -5.235 -0.618  -1.121
N3 2.608 -3.985 -0.175  0.213
C18 3.009 -2.811 -0.766  -0.178
C19 2.603 -1.579 -0.399  0.009
C20 3.036 -0.386 -1.264  -0.314
O4 4.048 -0.569 -1.953  -0.808
O5 2.259 0.602 -1.218  -0.323
C21 1.782 -1.457 0.781  0.776
O6 1.560 -0.428 1.419  -0.527
C22 1.128 -2.711 1.205  0.687
C23 0.054 -2.633 2.083  -0.396
C24 -0.577 -3.774 2.490  0.339
F1 -1.597 -3.689 3.374  -0.359
C25 -0.179 -5.026 2.026  -1.816
C26 0.892 -5.107 1.151  -0.339
C27 1.565 -3.955 0.727  -0.013
N4 -0.847 -6.243 2.384  0.356
C28 -0.115 -7.173 3.241  -0.564
C29 -0.544 -8.611 2.843  -0.742
N5 -1.761 -8.461 1.983  -0.127
C30 -2.797 -7.650 2.701  -0.658
C31 -2.253 -6.197 2.783  -0.742
H13 2.992 -6.788 -2.108  0.375
H14 2.550 -5.169 -2.672  0.344
H15 1.459 -6.048 -1.601  0.289
H16 4.253 -5.017 -0.868  0.503
H17 3.236 -5.929 0.222  0.474
H18 3.713 -2.902 -1.588  0.578
H19 -0.260 -1.656 2.442  0.627
H20 1.174 -6.083 0.773  0.532
H21 -0.339 -6.993 4.299  0.299
H22 0.952 -7.043 3.101  0.508
H23 -0.801 -9.218 3.706  0.364
H24 0.215 -9.124 2.259  0.398
H25 -2.114 -9.345 1.634  0.291
H26 -1.450 -7.852 1.216  0.379
H27 -2.940 -8.089 3.685  0.318
H28 -3.736 -7.708 2.157  0.351
H29 -2.395 -5.819 3.795  0.493
H30 -2.790 -5.545 2.101  0.504
C32 3.559 6.872 -2.192  -1.488
C33 2.500 5.868 -2.571  0.817
C34 2.737 4.503 -2.429  -0.550
C35 1.740 3.573 -2.685  -0.502
C36 0.497 4.021 -3.111  0.320
C37 0.237 5.374 -3.268  -0.626
C38 1.243 6.291 -3.000  -0.725
S1 -0.811 2.814 -3.338  0.479
C39 -0.399 2.366 -5.033  -1.183
O7 -0.361 1.612 -2.543  -0.530
H31 4.558 6.443 -2.283  0.358
H32 3.426 7.179 -1.151  0.218
H33 3.505 7.768 -2.813  0.424
H34 3.704 4.152 -2.082  0.398
H35 1.908 2.514 -2.501  0.418
H36 -0.747 5.710 -3.580  0.487
H37 1.043 7.352 -3.101  0.388
H38 0.627 1.999 -5.037  0.359
H39 -0.511 3.250 -5.662  0.414
H40 -1.096 1.583 -5.340  0.420
N6 3.892 7.348 1.895  -0.638
C40 3.271 6.437 1.562  -0.302
C41 2.503 5.294 1.131  0.551
C42 3.011 4.006 1.295  -0.898
C43 2.265 2.915 0.878  -0.277
C44 1.006 3.081 0.295  0.590
C45 0.526 4.378 0.122  0.219
C46 1.258 5.479 0.536  -1.014
H41 3.987 3.870 1.747  0.531
H42 2.673 1.916 0.994  0.137
H43 -0.432 4.547 -0.357  0.546
H44 0.866 6.482 0.407  0.495

**Orbital gap**: 4.6 eV
**LUMO**: -0.0650 hartree

Density functional theory data (ωB97M-V/def2-TZVPD) for a molecular structure, C46H44F3LaN7O3P2S2 in a non-equilibrium geometry.

Last column: Mulliken charge in e.
Geometry (Å):
La1 11.625 12.015 12.388  0.850
C1 9.418 11.265 16.761  -1.239
C2 10.422 11.046 15.850  -0.693
N1 10.906 12.056 15.101  1.235
C3 10.578 13.308 15.503  0.064
C4 9.563 13.509 16.438  -0.061
N2 8.974 12.495 17.076  -0.628
C5 11.369 14.421 14.984  -0.652
C6 11.528 15.586 15.716  -0.363
C7 12.396 16.582 15.284  0.767
C8 13.004 16.397 14.041  -0.826
C9 12.815 15.207 13.317  -0.622
N3 12.042 14.216 13.815  1.477
C10 13.495 14.995 12.051  0.010
C11 14.152 15.988 11.318  -0.445
N4 14.777 15.712 10.183  -0.546
C12 14.919 14.437 9.812  -0.563
C13 14.323 13.431 10.545  -0.366
N5 13.464 13.736 11.530  1.364
C14 12.726 17.736 16.158  0.647
C15 12.350 17.784 17.490  -0.227
C16 12.704 18.862 18.277  -0.537
N6 13.398 19.912 17.850  -0.584
C17 13.831 19.845 16.585  -0.470
C18 13.536 18.800 15.733  -0.463
H1 8.992 10.409 17.274  0.526
H2 10.775 10.034 15.665  0.626
H3 9.227 14.511 16.741  0.540
H4 10.953 15.712 16.649  0.058
H5 13.666 17.164 13.631  0.213
H6 14.213 17.049 11.625  0.421
H7 15.523 14.207 8.937  0.433
H8 14.480 12.383 10.249  0.298
H9 11.735 16.981 17.927  0.234
H10 12.396 18.894 19.308  0.401
H11 14.438 20.670 16.245  0.392
H12 13.861 18.849 14.691  0.326
C19 13.321 11.832 19.538  -1.596
C20 14.117 12.506 18.379  2.102
C21 13.346 13.759 17.953  -1.679
C22 15.453 12.939 19.042  -1.669
C23 14.349 11.527 17.233  0.533
C24 15.031 10.352 17.593  -0.972
C25 15.278 9.338 16.677  -1.345
C26 14.816 9.524 15.363  0.740
S1 14.987 8.430 14.025  -0.396
C27 14.145 9.571 13.013  0.285
N7 13.657 10.683 13.615  0.792
C28 14.097 10.687 14.952  -1.295
C29 13.930 11.720 15.904  0.893
C30 13.796 9.193 11.632  1.168
C31 14.355 8.058 11.011  -0.717
C32 13.945 7.705 9.745  -0.935
C33 12.947 8.433 9.100  -0.718
C34 12.336 9.507 9.730  -0.274
C35 12.779 9.953 10.977  0.020
H13 13.073 12.545 20.357  0.424
H14 13.875 10.986 20.011  0.375
H15 12.360 11.433 19.144  0.264
H16 13.175 14.453 18.804  0.548
H17 12.394 13.483 17.505  0.152
H18 13.925 14.299 17.179  0.332
H19 15.258 13.682 19.837  0.440
H20 16.122 13.396 18.281  0.363
H21 15.989 12.091 19.525  0.345
H22 15.297 10.269 18.647  0.330
H23 15.784 8.384 16.918  0.372
H24 13.414 12.629 15.574  -0.330
H25 15.096 7.444 11.553  0.353
H26 14.405 6.849 9.254  0.382
H27 12.652 8.163 8.082  0.444
H28 11.490 9.998 9.267  0.076
C36 9.255 16.267 10.898  -1.433
P1 9.452 14.562 11.529  1.472
C37 8.336 14.715 13.011  -1.838
C38 8.434 13.633 10.349  -0.307
C39 7.078 13.417 10.617  -0.480
C40 6.354 12.550 9.796  -0.923
C41 6.936 11.991 8.669  -0.769
C42 8.244 12.303 8.313  -0.772
C43 9.035 13.063 9.200  -0.024
P2 10.874 13.051 9.064  2.147
C44 11.138 12.099 7.506  -1.999
C45 11.310 14.758 8.575  -1.071
H29 8.308 16.726 11.216  0.483
H30 9.318 16.293 9.805  0.367
H31 10.068 16.898 11.294  0.397
H32 7.431 15.306 12.744  0.635
H33 8.891 15.240 13.821  0.376
H34 8.004 13.714 13.340  0.317
H35 6.620 13.916 11.492  0.316
H36 5.322 12.310 10.043  0.413
H37 6.350 11.328 8.030  0.406
H38 8.648 11.974 7.360  0.413
H39 10.863 11.044 7.650  0.490
H40 12.222 12.158 7.317  0.484
H41 10.569 12.539 6.671  0.514
H42 10.426 15.304 8.225  0.473
H43 12.086 14.800 7.790  0.469
H44 11.720 15.308 9.441  0.098
F1 9.658 7.994 11.979  -0.235
C46 9.502 9.028 12.884  0.595
F2 10.788 9.359 13.310  -0.147
F3 8.844 8.531 13.992  -0.249
S2 8.828 10.530 12.004  1.169
O1 9.866 10.568 10.956  -0.729
O2 7.490 10.226 11.638  -0.559
O3 9.057 11.625 12.953  -0.900

**Total charge**: +1
**Orbital gap**: 5.9 eV
**LUMO**: -0.1537 hartree